[1]
Here is a molecular structure, C49H81BCl2IrO8P3 from OMol25. Energies are from ωB97M-V/def2-TZVPD.

Geometry as XYZ:
```
145
Properties=species:S:1:pos:R:3:forces:R:3:mulliken_charge:R:1
Ir 0.1827 -0.0048 -0.1464 0.7 -0.2 -0.3 1.252
C -1.8132 4.4818 3.5995 0.0 -0.1 0.0 -1.151
C -1.2988 3.3915 4.5155 0.0 0.0 0.0 0.581
C -2.3467 2.9272 5.5015 0.0 -0.1 0.0 -1.281
O -0.7136 2.2706 3.7272 -0.1 0.1 0.0 -0.219
P -1.3573 1.0806 2.9522 0.0 0.0 -0.1 -1.228
O -0.3399 0.3913 2.0958 0.1 0.2 0.2 -0.715
C -2.6702 1.7001 1.8815 0.0 -0.1 0.0 -0.133
P -3.0580 0.5546 0.5500 -0.2 0.2 0.2 -0.940
O -1.8375 0.3420 -0.3194 -0.2 -0.2 -0.1 -0.140
O -4.2757 1.1247 -0.2218 0.1 0.0 -0.1 -0.129
C -4.4072 2.1123 -1.3108 -0.1 0.0 0.0 0.319
C -3.8016 3.4369 -0.9064 0.0 0.0 0.0 -1.341
C -3.8312 1.5421 -2.5843 -0.1 -0.1 0.3 -0.337
O -3.5392 -0.7682 1.1787 -0.3 0.3 -0.1 0.593
C -4.8641 -1.2082 1.7040 0.0 0.0 0.0 0.518
C -5.7461 -1.6284 0.5520 0.0 0.0 0.0 -1.420
C -5.4744 -0.1574 2.6018 0.0 0.0 0.0 -1.244
O -2.1257 0.1358 3.9214 -0.1 -0.1 0.0 0.209
C -1.7021 -0.4591 5.2143 0.0 0.0 0.0 0.881
C -2.5108 -1.7225 5.4136 0.0 0.0 0.0 -1.515
C -0.2077 -0.6884 5.2591 0.0 0.0 -0.1 -1.025
H -2.0348 5.3635 4.2007 0.0 0.0 0.0 0.539
H -2.7390 4.1902 3.0986 0.0 0.0 0.0 0.252
H -1.0671 4.7651 2.8615 0.1 0.0 -0.1 0.183
H -0.4259 3.7524 5.0543 0.0 0.0 0.0 0.410
H -3.1541 2.3759 5.0137 0.0 0.0 0.0 0.222
H -2.7868 3.8026 5.9786 0.0 0.0 0.0 0.556
H -1.9137 2.3118 6.2866 0.0 0.0 0.0 0.301
H -2.3142 2.6218 1.4186 0.0 0.0 0.0 -0.280
H -3.5721 1.9191 2.4550 0.0 0.0 0.0 0.856
H -5.4865 2.2122 -1.3999 0.0 0.0 0.1 0.426
H -2.7100 3.3690 -0.8889 0.0 0.0 0.0 0.068
H -4.1711 3.7676 0.0653 0.0 0.0 0.0 0.354
H -4.0749 4.1945 -1.6411 0.0 0.0 0.0 0.601
H -2.7536 1.4017 -2.4866 -0.2 0.0 0.2 -0.761
H -4.0291 2.2367 -3.4018 0.0 0.0 0.0 0.785
H -4.2908 0.5846 -2.8293 0.0 0.0 0.0 0.269
H -4.5817 -2.0787 2.2933 0.1 0.0 0.0 0.451
H -6.1111 -0.7663 -0.0053 0.0 0.0 0.0 0.279
H -6.6057 -2.1698 0.9477 0.0 0.0 0.0 0.502
H -5.2112 -2.2922 -0.1272 0.0 0.0 0.0 0.240
H -5.7455 0.7377 2.0380 0.0 0.0 0.0 0.259
H -4.8037 0.1048 3.4217 0.0 0.0 0.0 0.089
H -6.3912 -0.5601 3.0326 0.0 0.0 0.0 0.593
H -2.0002 0.2700 5.9613 0.0 0.1 0.0 0.089
H -2.0335 -2.5847 4.9495 0.0 0.0 0.0 0.304
H -3.5160 -1.6101 5.0075 0.0 0.0 0.1 0.256
H -2.6013 -1.9244 6.4808 0.0 0.0 0.0 0.506
H 0.1060 -1.3130 4.4196 0.0 0.0 0.1 -0.028
H 0.0351 -1.2104 6.1850 0.0 0.0 0.0 0.579
H 0.3576 0.2438 5.2372 0.0 0.0 0.0 0.281
Cl 0.1923 2.6047 -0.9568 -0.1 0.0 0.2 0.040
C 0.2770 3.8796 0.2988 0.1 0.0 0.0 -0.959
Cl 1.3227 3.4151 1.6207 0.1 0.1 0.0 -0.007
H -0.7280 4.0672 0.6583 0.0 0.0 0.0 0.372
H 0.6822 4.7551 -0.1854 0.0 0.2 -0.1 0.826
C 3.5901 4.6917 -2.0558 0.0 -0.1 0.0 -1.431
C 4.4271 3.5541 -1.4544 0.0 0.0 0.0 0.508
C 5.2091 4.0280 -0.2346 0.0 0.0 0.0 -1.701
C 3.6426 2.2740 -1.2005 0.0 0.0 0.1 0.275
C 3.5194 1.6425 0.0146 0.0 0.0 -0.1 -1.045
C 3.0182 0.2938 0.2098 -0.3 0.4 0.2 2.085
C 3.3632 -0.2940 1.5713 0.2 0.0 0.0 -0.064
C 2.7444 0.4612 2.7490 -0.1 0.0 0.0 -1.126
C 4.8990 -0.2986 1.7449 -0.1 0.0 0.0 -1.491
C 2.6298 -0.4410 -0.9036 -0.1 -0.4 -0.2 -1.034
C 2.7338 0.1886 -2.2821 -0.2 0.0 0.0 0.807
C 3.1024 1.5810 -2.2811 0.1 0.1 0.0 -0.954
C 4.0657 -0.4334 -3.1104 0.1 0.0 -0.3 -0.134
C 3.8454 -1.8160 -3.7321 -0.1 0.0 0.1 -1.401
C 4.6207 0.4929 -4.1984 0.0 0.0 0.0 -1.053
C 2.7770 -1.9385 -0.8171 0.4 0.2 0.3 0.946
C 4.0877 -2.4318 -0.7564 0.0 0.0 0.0 -0.236
C 4.3627 -3.7843 -0.7529 0.0 0.0 0.0 -1.469
C 3.3148 -4.6916 -0.8219 0.0 0.0 0.0 -1.455
C 2.0197 -4.2164 -0.8031 0.0 -0.1 -0.1 -0.953
C 1.7365 -2.8432 -0.7604 -0.3 -0.5 -0.2 1.189
P 0.0613 -2.3107 -0.3529 -0.1 0.3 0.3 0.458
C -1.0578 -2.8241 -1.7555 0.0 0.2 0.0 2.792
C -0.7966 -1.8217 -2.8880 -0.2 -0.2 0.3 -1.368
C -2.5283 -2.7271 -1.3361 0.0 0.0 0.0 -1.404
C -0.7664 -4.2279 -2.2951 -0.1 0.0 -0.1 -1.879
C -0.3030 -3.2073 1.2576 -0.2 0.1 0.0 2.336
C 0.8612 -2.8986 2.2071 0.0 0.1 0.0 -1.492
C -0.5012 -4.7256 1.1596 0.0 0.0 0.0 -1.801
C -1.5925 -2.6341 1.8591 0.1 0.0 0.0 -0.963
H 4.2281 5.3481 -2.6451 0.0 0.0 0.0 0.412
H 3.1565 5.3038 -1.2662 -0.2 0.0 0.1 0.311
H 2.7896 4.3380 -2.7096 0.0 0.0 0.0 0.369
H 5.1600 3.2685 -2.2181 0.0 0.0 0.0 0.269
H 4.5418 4.3263 0.5778 0.0 0.0 0.0 0.357
H 5.8033 4.9007 -0.5022 0.0 0.0 0.0 0.461
H 5.8992 3.2674 0.1371 0.0 0.0 0.0 0.369
H 3.9403 2.1254 0.8878 -0.1 0.0 0.0 0.665
H 3.0178 -1.3241 1.5922 0.0 0.0 -0.1 0.056
H 3.2136 1.4386 2.8902 0.0 0.0 0.0 0.470
H 2.9236 -0.1064 3.6632 0.1 0.0 0.0 0.536
H 1.6699 0.6047 2.6401 0.2 -0.1 0.0 -0.371
H 5.2656 0.6944 2.0147 0.0 0.0 0.0 0.384
H 5.4382 -0.6234 0.8581 0.0 0.0 0.0 0.289
H 5.1679 -0.9726 2.5582 0.0 0.0 0.0 0.490
H 3.0736 2.0918 -3.2398 -0.1 0.0 0.1 1.107
H 4.8135 -0.4773 -2.3229 0.0 0.0 0.1 0.246
H 3.5196 -1.7174 -4.7617 0.0 0.0 0.0 0.611
H 3.1298 -2.4483 -3.2136 0.0 0.0 0.0 -0.030
H 4.8089 -2.3292 -3.7278 0.0 0.0 0.0 0.502
H 5.0798 1.4013 -3.8034 0.0 0.0 0.0 0.352
H 5.3976 -0.0567 -4.7291 0.0 0.0 0.0 0.476
H 3.8631 0.7651 -4.9356 0.0 0.0 0.0 0.153
H 4.9176 -1.7457 -0.7257 0.1 0.1 0.0 0.475
H 5.3889 -4.1264 -0.7107 0.0 0.0 0.0 0.496
H 3.5030 -5.7566 -0.8590 0.0 0.0 0.0 0.513
H 1.2128 -4.9289 -0.8098 0.0 0.0 0.0 0.689
H -1.0640 -0.8041 -2.5910 -0.1 -0.3 0.0 -0.621
H -1.4117 -2.0908 -3.7495 0.0 0.0 0.0 1.000
H 0.2494 -1.8524 -3.2117 -0.3 -0.2 0.2 0.428
H -2.7532 -1.7894 -0.8311 0.0 -0.2 -0.1 -0.130
H -2.8266 -3.5579 -0.6953 0.0 0.0 0.0 0.475
H -3.1396 -2.7789 -2.2402 0.0 0.0 0.0 0.716
H 0.2138 -4.2903 -2.7652 0.0 0.0 0.0 0.362
H -1.5097 -4.4307 -3.0700 0.0 0.0 0.0 0.530
H -0.8594 -5.0163 -1.5504 0.0 0.0 0.0 0.391
H 1.8032 -3.3319 1.8676 0.0 0.0 0.0 0.390
H 0.9838 -1.8207 2.3479 0.0 -0.1 0.0 -0.375
H 0.6321 -3.3375 3.1811 0.0 0.0 0.0 0.839
H 0.3979 -5.2780 0.8978 0.0 0.0 0.0 0.329
H -1.3132 -5.0022 0.4876 0.0 0.0 0.0 0.327
H -0.7890 -5.0665 2.1569 0.0 0.0 0.0 0.530
H -1.5695 -1.5502 1.9288 0.1 -0.3 0.0 -0.258
H -1.6904 -3.0336 2.8693 0.0 0.0 0.0 0.348
H -2.4785 -2.9382 1.3015 0.2 0.0 0.1 0.206
O 0.3688 0.9034 -3.1345 0.0 0.2 -0.2 0.009
B 1.4799 0.1016 -3.2944 0.2 0.0 0.0 0.012
O 1.4811 -0.5537 -4.4910 0.0 0.2 -0.2 -0.465
C 0.3037 -0.1613 -5.1247 0.3 0.0 0.0 0.065
C -0.1633 -0.5381 -6.3613 0.0 0.0 0.0 -1.029
C -1.3641 0.0439 -6.7576 0.0 -0.1 0.0 -0.849
C -2.0366 0.9530 -5.9454 0.0 0.0 0.1 -0.893
C -1.5470 1.3187 -4.6939 0.1 0.1 -0.1 -1.678
C -0.3654 0.7276 -4.3141 0.1 0.2 0.0 1.286
H 0.3734 -1.2385 -6.9865 0.0 0.0 0.0 0.620
H -1.7769 -0.2060 -7.7253 0.0 0.0 0.0 0.462
H -2.9589 1.3930 -6.2993 0.0 0.0 0.0 0.486
H -2.0612 2.0317 -4.0675 0.3 0.0 -0.3 0.900
```
Forces are in eV/Å.

As for the charge: +3. The gap between HOMO and LUMO (spin up / spin down) is 6.05 / 6.16 eV. The molar mass comes out at 1165.04 g mol⁻¹. The calculation puts the energy relative to the best compared isomer or geometry (same formula, charge and spin) at 0.00 kcal/mol. The value obtained for the LUMO energy (spin up / spin down) is -9.5 / -9.4 eV. For the largest force on an atom, the calculation gives 0.8 eV Å⁻¹. For the total energy, the calculation gives -4590.66766 Eh. As for the expectation value of S²: 0.75. As for the spin multiplicity: 2. Its HOMO energy (spin up / spin down) is -0.57095 / -0.57263 hartree.

=====

[2]
Here is 2 unconnected molecules or ions with the total composition C3H11NO2 in a non-equilibrium geometry from OMol25. Energies are from ωB97M-V/def2-TZVPD.

Geometry as XYZ:
```
17
Properties=species:S:1:pos:R:3:forces:R:3:mulliken_charge:R:1
C 0.2121 1.2049 -1.3310 1.2 -0.9 -1.9 -0.876
N -0.0877 -0.2390 -1.5050 -1.4 0.5 0.4 -0.441
C -0.3590 -0.7586 -0.1641 -0.3 -1.4 0.1 -0.042
C 0.9782 -1.0229 0.5486 2.3 -3.2 -1.2 -0.538
O 2.2362 -0.3983 0.0882 -0.7 -1.2 -2.6 -0.590
H 1.2869 1.2914 -1.0377 -1.1 0.3 -0.2 0.242
H -0.4384 1.7966 -0.7522 -0.9 0.0 2.0 0.318
H -0.0282 1.7176 -2.2367 0.8 0.2 -1.4 0.396
H -0.8438 -0.5051 -2.2106 1.3 1.0 1.6 0.279
H -0.9853 -0.1242 0.5531 0.3 -0.7 -1.7 -0.130
H -0.8117 -1.8154 -0.3358 0.3 1.9 0.8 0.324
H 0.9293 -1.0617 1.6444 0.1 0.6 -0.3 0.373
H 1.2716 -2.0788 0.2393 -1.0 0.7 0.9 0.250
H 2.4013 -0.8892 -0.8481 -0.6 2.0 3.3 0.375
H -1.3895 0.6918 2.0429 4.8 -0.2 -2.5 0.312
H -2.1915 1.5156 2.8677 -0.4 0.9 0.7 0.324
O -2.1805 0.6753 2.4370 -4.4 -0.5 2.0 -0.575
```
Forces are in eV/Å.

The gap between HOMO and LUMO is 9.90 eV. As for the SMILES: CNCCO.O. The molar mass comes out at 93.13 g mol⁻¹. The calculation puts the energy relative to the best compared isomer or geometry (same formula, charge and spin) at 55.88 kcal/mol. The value obtained for the LUMO energy is 0.8 eV. For the largest force on an atom, the calculation gives 5.4 eV Å⁻¹. For the total energy, the calculation gives -326.04243 Eh. As for the spin multiplicity: 1. Its HOMO energy is -0.33457 hartree.

=====

[3]
Here is a gas-phase ion, C6H7ClF3N2S (charge +1) in a non-equilibrium geometry from OMol25. Energies are from ωB97M-V/def2-TZVPD.

Geometry as XYZ:
```
20
Properties=species:S:1:pos:R:3:forces:R:3:mulliken_charge:R:1
C -0.3865 0.2422 0.7981 -1.9 3.7 -0.4 0.001
C -2.2306 1.5619 0.3399 2.5 -2.7 0.7 0.256
C -0.2482 1.9028 1.5431 1.0 -3.0 -0.8 -0.471
C 0.4804 -0.5227 -0.1346 -0.5 0.6 0.6 0.163
C 0.5530 -2.2396 -2.4017 1.7 2.1 0.7 -1.055
C 1.8718 -0.9851 0.2792 1.0 1.5 -1.4 0.804
N -1.6758 0.4105 0.1113 -0.2 0.3 -0.1 -0.595
N -1.5665 2.3142 1.2633 -2.4 2.2 -1.4 -0.163
F 1.8425 -2.2482 0.5103 0.0 -2.3 -0.1 -0.199
F 2.7118 -0.7049 -0.7808 -0.7 -0.3 1.1 -0.244
F 2.3724 -0.4152 1.3660 -0.5 0.7 -0.2 -0.235
S -0.3879 -1.0168 -1.4349 0.5 -0.3 -0.5 0.366
Cl -3.6741 1.9544 -0.4135 -0.3 0.6 0.2 -0.094
H -0.5215 -0.3264 1.6672 0.0 -1.4 1.4 0.384
H -0.0799 1.9103 2.6031 0.2 -0.6 0.5 0.331
H 0.6346 2.2696 1.0569 -0.1 1.2 -0.6 0.325
H 1.5715 -1.9217 -2.6339 -0.1 0.4 0.0 0.360
H 0.0262 -2.3256 -3.3076 -0.9 -0.5 -0.9 0.428
H 0.7045 -3.0970 -1.8294 -0.4 -1.7 0.8 0.387
H -1.9977 3.2374 1.3982 1.1 -0.4 0.4 0.251
```
Forces are in eV/Å.

As for the charge: +1. The gap between HOMO and LUMO (spin up / spin down) is 7.00 / 7.00 eV. The molar mass comes out at 231.65 g mol⁻¹. The calculation puts the energy relative to the best compared isomer or geometry (same formula, charge and spin) at 28.58 kcal/mol. The value obtained for the LUMO energy (spin up / spin down) is -6.1 / -6.1 eV. For the largest force on an atom, the calculation gives 4.2 eV Å⁻¹. For the total energy, the calculation gives -1499.97637 Eh. As for the spin multiplicity: 1. Its HOMO energy (spin up / spin down) is -0.48091 / -0.48090 hartree.

=====

[4]
Here is C7H10 in the gas phase from OMol25. Energies are from ωB97M-V/def2-TZVPD.

Geometry as XYZ:
```
17
Properties=species:S:1:pos:R:3:forces:R:3:mulliken_charge:R:1
C 0.0116 1.5331 -1.6084 0.0 0.2 -0.2 -0.505
C -0.4842 0.1684 -1.8682 0.0 -0.1 -0.2 -0.684
C 0.0295 0.5077 -0.4800 0.2 0.0 0.1 1.251
C -0.7149 0.4999 0.8507 -0.1 0.0 0.0 -1.085
C 0.5601 -0.2155 1.3693 0.1 0.0 0.1 0.536
C 0.4546 -1.7586 1.3175 0.0 0.0 0.0 -1.203
C 1.3219 0.0608 0.0669 -0.4 0.1 0.1 -1.264
H -0.7013 2.3456 -1.5020 0.1 -0.2 0.0 0.238
H 0.9898 1.8078 -1.9913 -0.2 0.0 0.1 0.257
H -1.5585 0.0094 -1.9189 0.2 0.0 0.0 0.267
H 0.1172 -0.5107 -2.4645 -0.1 0.1 0.1 0.231
H -0.8621 1.5030 1.2687 0.0 -0.2 -0.1 0.271
H -1.6608 -0.0552 0.9112 0.2 0.1 0.0 0.280
H 0.9904 0.1116 2.3242 0.0 -0.1 -0.3 0.451
H -0.5075 -2.0869 1.7288 0.2 0.0 0.0 0.341
H 1.2781 -2.2088 1.8809 -0.2 0.1 -0.1 0.318
H 0.5326 -2.1218 0.2817 -0.1 0.0 0.2 0.299
```
Forces are in eV/Å.

The gap between HOMO and LUMO is 8.60 eV. The molar mass comes out at 94.16 g mol⁻¹. The calculation puts the energy relative to the best compared isomer or geometry (same formula, charge and spin) at 110.74 kcal/mol. The value obtained for the LUMO energy is 0.4 eV. For the largest force on an atom, the calculation gives 0.4 eV Å⁻¹. For the total energy, the calculation gives -272.54152 Eh. As for the spin multiplicity: 1. Its HOMO energy is -0.30270 hartree.

=====

[5]
Here is C3Br2N2 in the gas phase in a non-equilibrium geometry from OMol25. Energies are from ωB97M-V/def2-TZVPD.

Geometry as XYZ:
```
7
Properties=species:S:1:pos:R:3:forces:R:3:mulliken_charge:R:1
C 0.5714 -0.4990 -1.0762 -0.7 -0.1 -0.7 0.294
C 1.2387 0.2786 1.1325 0.6 0.1 1.6 0.304
C 0.4022 0.3693 0.0296 -0.6 -0.2 -1.0 -0.010
N 0.3544 -1.1497 -2.0108 0.6 0.2 0.5 -0.337
N 1.9675 0.2291 2.0365 -0.6 0.1 -0.8 -0.318
Br -1.2981 1.1134 0.0140 1.7 0.8 0.2 0.230
Br -3.2362 -0.3416 -0.1257 -1.0 -0.8 0.1 -0.162
```
Forces are in eV/Å.

The gap between HOMO and LUMO (spin up / spin down) is 7.37 / 6.51 eV. The molar mass comes out at 223.85 g mol⁻¹. The calculation puts the energy relative to the best compared isomer or geometry (same formula, charge and spin) at 43.22 kcal/mol. The value obtained for the LUMO energy (spin up / spin down) is -2.8 / -3.2 eV. For the largest force on an atom, the calculation gives 1.9 eV Å⁻¹. For the total energy, the calculation gives -5371.72200 Eh. As for the spin multiplicity: 1. Its HOMO energy (spin up / spin down) is -0.37507 / -0.35845 hartree.

=====

[6]
Here is a molecular structure, C4H5Li2O3 in a non-equilibrium geometry from OMol25. Energies are from ωB97M-V/def2-TZVPD.

Geometry as XYZ:
```
14
Properties=species:S:1:pos:R:3:forces:R:3:mulliken_charge:R:1
O 0.7438 -2.4503 -0.4166 0.3 0.2 2.0 -0.271
Li 2.0294 -0.4100 -0.4971 -0.3 -0.7 0.6 0.807
O 1.8870 -2.0187 0.3516 0.9 0.5 -0.2 -0.797
C -0.4302 -1.7921 -0.0445 -1.6 -0.6 -0.6 -0.335
C -0.5410 -0.3871 -0.3863 1.8 4.1 0.1 -0.276
H -0.8926 -0.0455 -1.3682 0.2 0.1 0.0 0.339
H -1.0918 -2.6666 -0.1707 -0.8 0.8 -2.0 0.320
H -1.3916 -1.3845 0.6530 2.1 -0.7 2.4 0.131
O -0.6161 2.9295 0.0917 2.0 0.3 0.4 -0.733
C 0.3782 2.1352 -0.0486 -2.5 0.2 -2.4 0.657
C 0.3750 0.8259 0.4537 -1.5 -4.4 -0.3 -1.251
Li -2.1323 2.2344 0.7077 0.4 -0.5 0.0 0.845
H 0.5664 0.6985 1.5301 -0.7 -0.2 -0.3 0.323
H 1.1158 2.3312 -0.8557 -0.4 0.9 0.2 0.240
```
Forces are in eV/Å.

The gap between HOMO and LUMO (spin up / spin down) is 4.90 / 5.57 eV. The molar mass comes out at 114.96 g mol⁻¹. The calculation puts the energy relative to the best compared isomer or geometry (same formula, charge and spin) at 0.00 kcal/mol. The value obtained for the LUMO energy (spin up / spin down) is -1.1 / -1.2 eV. For the largest force on an atom, the calculation gives 4.7 eV Å⁻¹. For the total energy, the calculation gives -395.85519 Eh. As for the expectation value of S²: 0.79. As for the spin multiplicity: 2. Its HOMO energy (spin up / spin down) is -0.22237 / -0.24866 hartree.

=====

Which formula does entry 5 have? C3Br2N2

=====

What is the energy relative to the best compared isomer or geometry (same formula, charge and spin) in the second record? 55.88 kcal/mol

=====

Which of these has the lowest largest force on an atom? C7H10

=====

Look up the largest force on an atom of the third one. 4.2 eV Å⁻¹